Computed, not measured: a cluster of 6 separate species, C16H44N2O6 in total, with the ωB97M-V functional and the def2-TZVPD basis.

```
68
Properties=species:S:1:pos:R:3:forces:R:3:mulliken_spin:R:1
C -16.2375 -10.4630 -4.0562 0.2351 1.1223 0.7797 0.00
C -16.9462 -11.1517 -5.1995 0.9896 0.3060 1.2184 0.00
C -17.3858 -12.5123 -4.7076 -0.9316 -0.0538 -0.6876 0.00
O -17.9823 -10.2226 -5.7313 0.5086 -2.2196 -0.3735 0.00
H -15.8974 -9.4663 -4.3372 -0.2889 0.3180 -0.1793 0.00
H -15.2935 -10.8965 -3.7259 -0.1831 -0.7222 -0.2507 0.00
H -16.8583 -10.3645 -3.1657 -0.1758 0.0378 -0.0461 0.00
H -16.0970 -11.3871 -5.8410 -0.4922 0.4800 -1.3497 0.00
H -17.8194 -13.1494 -5.4784 -0.0701 0.0445 -0.3003 0.00
H -18.1151 -12.4880 -3.8979 0.2765 0.1156 0.2286 0.00
H -16.4515 -13.0044 -4.4375 -0.2537 -0.0639 0.3814 0.00
H -17.5033 -9.4327 -5.9923 0.1674 0.2531 0.0794 0.00
C -12.6434 -13.6228 -9.2916 1.5835 -0.5419 -0.2290 0.00
C -13.6546 -13.3174 -8.2242 1.1243 -1.0498 0.3931 0.00
C -14.7941 -12.6492 -8.8241 -0.7062 2.2018 -1.0427 0.00
O -14.1280 -14.4691 -7.5742 0.2432 -0.5967 0.6641 0.00
H -12.9666 -14.3106 -10.0730 -0.4217 0.3049 -0.1931 0.00
H -11.7554 -14.1101 -8.8888 -0.1300 -0.2143 0.4735 0.00
H -12.1981 -12.7119 -9.6916 -0.4444 0.1518 -0.4176 0.00
H -13.0828 -12.7072 -7.5251 -0.5480 0.0564 0.5264 0.00
H -15.1183 -13.1894 -9.7136 -0.1764 -0.0087 -0.0605 0.00
H -14.3495 -11.7044 -9.1368 -0.5857 0.4309 -0.5115 0.00
H -15.6480 -12.4259 -8.1845 0.0932 -0.2130 0.2993 0.00
H -14.7150 -14.8729 -8.2176 -0.1013 -0.4673 0.1010 0.00
C -13.4503 -13.7185 -3.7272 -0.5516 -0.1536 -0.7137 0.00
C -12.3246 -12.8523 -4.3906 -0.9404 -0.2036 1.2891 0.00
C -12.1685 -11.5204 -3.6708 1.0058 0.0444 0.5405 0.00
O -11.0852 -13.5774 -4.2569 -0.9010 0.6872 -0.4335 0.00
H -13.2850 -14.7897 -3.8428 0.4865 0.0451 -0.0508 0.00
H -14.4515 -13.6249 -4.1478 0.0363 0.4973 -0.5261 0.00
H -13.6533 -13.5354 -2.6720 0.6777 0.2693 0.2060 0.00
H -12.5214 -12.5785 -5.4271 0.1402 -0.8397 -0.1711 0.00
H -12.9818 -10.7947 -3.6742 -0.1604 -0.2303 -0.3896 0.00
H -11.2503 -11.0740 -4.0525 -0.1620 0.3719 -0.2149 0.00
H -11.9296 -11.7040 -2.6233 -0.1742 -0.1100 0.2587 0.00
H -11.0635 -13.6818 -3.3028 0.6094 -0.3747 0.2219 0.00
C -21.2772 -8.7765 -6.6194 -0.8425 1.3388 0.2678 0.00
C -21.6402 -8.1085 -5.2625 -0.3366 0.7078 -0.0448 0.00
C -20.3936 -8.0081 -4.4087 -0.0970 -0.6444 0.3403 0.00
O -22.2226 -6.7916 -5.3920 0.6965 0.3275 -1.4848 0.00
H -22.1105 -8.6522 -7.3110 -0.0136 -0.1464 -0.0667 0.00
H -21.0316 -9.8348 -6.5313 -0.0567 0.0527 0.3718 0.00
H -20.4278 -8.2334 -7.0337 0.1461 -0.0556 -0.1147 0.00
H -22.5195 -8.5610 -4.8040 0.7580 -1.4371 0.3456 0.00
H -20.0348 -9.0232 -4.2386 -0.0198 -0.0549 0.6435 0.00
H -20.6100 -7.4463 -3.5000 0.1254 -0.3829 0.2199 0.00
H -19.5339 -7.5228 -4.8708 -0.3330 0.3528 -0.5228 0.00
H -22.6201 -6.5556 -4.5506 0.0252 -0.0754 0.0424 0.00
C -15.0149 -6.9546 -6.7995 0.1572 0.6176 0.8379 0.00
C -16.4108 -7.5251 -6.9647 0.9942 4.3412 -0.1719 0.00
C -17.2122 -6.6513 -7.9431 -0.9297 0.5041 0.4639 0.00
O -16.1931 -8.7326 -7.5033 -0.6844 -4.4404 -0.9920 0.00
H -14.4341 -7.6256 -6.1666 0.1618 -0.1006 -0.2041 0.00
H -14.9852 -5.9826 -6.3072 -0.1122 0.1372 -0.1671 0.00
H -14.5777 -6.8765 -7.7949 0.2477 0.0441 0.0788 0.00
H -16.8939 -7.5390 -5.9878 -0.2537 -0.5181 0.0326 0.00
H -18.2532 -6.5963 -7.6246 -0.1350 0.1237 -0.0642 0.00
H -17.2510 -7.0120 -8.9710 0.3087 -0.4312 -0.0720 0.00
H -16.8484 -5.6281 -8.0366 0.0778 -0.0356 0.3224 0.00
H -16.1186 -8.6199 -8.4538 0.3156 0.0332 -0.0208 0.00
C -18.9693 -11.1874 -9.2059 -0.2066 -1.0385 -4.1165 -0.03
O -19.4148 -11.3814 -10.3289 -0.2023 0.6254 -0.4650 0.32
N -17.9659 -10.4875 -8.8359 3.9097 2.5220 -2.0605 0.30
N -19.5183 -11.6182 -8.1558 -4.4038 -2.8924 5.1125 0.51
H -17.6818 -10.3223 -7.8809 0.2478 0.5948 0.3890 -0.03
H -17.6043 -10.0279 -9.6594 1.0582 0.6036 0.4999 -0.02
H -20.4780 -11.9289 -8.2064 -0.2057 -0.5840 0.1563 -0.03
H -19.1641 -11.2878 -7.2695 -0.1761 0.2360 0.9237 -0.03
```
Forces are in eV/Å.

Results
ΔE to the lowest compared entry with this formula, charge and spin   0.00 kcal per mole
Spin multiplicity   2
Lowest unoccupied orbital energy (spin up / spin down)   -2.8 / -9.3 eV
Expectation value of S²   0.761
Net charge   +1
Frontier orbital gap (spin up / spin down)   9.3 / 2.9 eV

=====

Computed, not measured: a cluster of 9 separate species, C16H45BF4NO7 in total, with the ωB97M-V functional and the def2-TZVPD basis.

```
74
Properties=species:S:1:pos:R:3:forces:R:3:mulliken_charge:R:1
B 53.0820 32.3760 65.4870 0.0619 0.6580 -0.7869 0.56
F 53.4710 33.0400 64.3070 0.3983 -0.0539 -0.5402 -0.49
F 51.7180 32.1010 65.3620 -0.0561 -0.3767 0.4239 -0.35
F 53.8540 31.2470 65.7080 -0.0115 -0.6987 -0.3779 -0.45
F 53.3790 33.2320 66.5220 -0.3234 0.8617 1.1723 -0.21
C 51.4810 35.7550 65.1160 1.0361 2.3864 -1.3585 0.03
C 51.4780 36.7050 63.9170 -0.2793 -2.4192 2.8192 0.17
N 51.4070 37.3550 62.9930 -0.0076 1.3979 -1.7452 -0.50
H 52.2780 35.0480 64.8990 -0.7722 -0.9072 -0.0668 -0.47
H 51.9620 36.3380 65.9090 -0.6442 -0.0302 0.3002 0.37
H 50.4450 35.4770 65.3330 0.6608 -0.5137 0.0939 0.36
C 51.3020 28.8660 67.3950 -2.5102 2.3603 2.1900 -1.08
C 52.2490 29.8870 68.1530 -2.5814 1.5512 -8.4335 -0.13
O 53.5130 29.6860 67.7680 2.3228 -4.0361 2.7531 -0.63
H 51.1900 29.1050 66.3600 1.1544 -0.9025 -1.0410 0.26
H 50.1910 29.0690 67.6210 1.1982 0.2417 0.4953 0.24
H 51.3920 27.9210 67.8760 0.6702 -1.3335 -0.8618 0.39
H 52.1730 29.7040 69.0960 -0.8176 -0.1948 6.1089 0.67
H 51.9790 30.8780 67.6720 -0.4160 -0.4874 1.7345 -0.15
H 53.8730 30.2570 67.1730 0.9119 2.5342 -2.6370 0.40
C 50.5760 33.3830 60.3620 3.6619 6.5295 -4.4940 -1.37
C 51.5690 33.8740 61.3530 3.6960 -0.9733 -3.5705 0.19
O 52.2810 32.7140 61.7760 1.9388 -0.1813 1.7167 -0.56
H 51.2160 33.1640 59.4030 -2.0865 0.3470 1.4275 0.27
H 49.6850 34.0290 60.3440 0.6364 0.4817 -1.0366 0.37
H 50.2070 32.6370 60.7640 -3.2577 -8.0525 3.2573 0.40
H 51.1550 34.2250 62.1770 -2.0318 2.5066 3.5406 0.16
H 52.2760 34.5960 60.7960 -0.9413 -0.5735 1.3321 0.23
H 52.8680 32.8830 62.6130 -1.7288 -0.1749 -2.1541 0.31
C 47.9380 33.2460 67.8590 1.5426 0.7886 1.1458 -1.33
C 49.2850 32.6410 68.1190 1.0582 -0.6112 1.5793 0.29
O 50.3070 33.3810 67.4170 -0.4179 -1.0367 0.4065 -0.47
H 47.8560 33.0810 66.8250 -1.1001 0.8126 -1.4673 0.28
H 47.9130 34.2460 68.3150 0.4011 0.3982 -1.2656 0.29
H 47.1570 32.8580 68.4380 -1.1693 -1.6688 0.5165 0.42
H 49.3310 31.5660 67.9550 -0.1476 -0.1848 -1.2277 -0.07
H 49.4540 32.5450 69.2100 0.4216 1.0397 -0.0384 0.30
H 50.9550 32.7570 67.0170 -0.7319 0.6289 0.3064 0.15
C 57.7990 30.5290 62.8250 2.6372 2.8882 2.5160 -1.33
C 56.5900 31.2380 63.3040 -0.8877 -2.6877 1.7128 0.17
O 56.0560 30.4380 64.4040 0.4381 0.7536 0.9613 -0.56
H 57.6500 29.7110 62.2350 -0.8585 -3.4534 -0.1191 0.43
H 58.5630 30.5270 63.7690 -1.6041 -0.6834 -2.6417 0.21
H 58.2360 31.0430 61.9890 0.7904 1.5151 -0.0185 0.41
H 55.7550 31.1150 62.6930 -0.9484 0.9203 -2.2146 0.24
H 56.7520 32.2100 63.6710 0.3682 1.4312 -0.0024 0.16
H 55.4620 31.0360 64.9040 0.2933 -0.8082 -0.3804 0.26
C 55.3330 34.5100 71.1900 -0.4140 -1.0009 -2.9651 -1.43
C 55.0250 33.9010 69.7820 1.4799 -2.1676 0.6255 0.32
O 53.8250 34.3120 69.1340 0.6381 2.2438 6.2258 -0.45
H 54.5940 34.2740 71.8810 -0.9780 -1.5029 1.5578 0.39
H 55.0800 35.5000 71.0750 0.5238 2.9509 -0.2300 0.40
H 56.3580 34.2850 71.4490 -0.0018 0.1547 0.3235 0.35
H 55.1410 32.7410 69.9600 -0.7920 1.7802 -0.7063 0.21
H 55.8680 34.1300 69.0940 -0.1716 0.0765 0.4588 0.04
H 53.8590 33.9140 68.3500 -0.3402 -2.5551 -5.3613 0.28
C 47.2980 30.1350 65.0590 1.5012 3.0104 -1.0196 -1.18
C 48.7150 30.1560 64.4120 -6.2305 1.9383 0.3196 0.41
O 48.6600 31.2170 63.4620 -2.0755 -0.8197 -2.8109 -0.56
H 47.0810 31.2860 65.2550 -0.1170 -2.7990 -0.2164 0.20
H 47.1570 29.5030 65.8490 1.1148 -0.8402 3.7326 0.37
H 46.5040 29.5660 64.6490 -0.9671 0.4009 -2.6785 0.41
H 49.2830 29.3460 64.2950 1.3767 -4.0012 -1.8744 0.55
H 49.3140 30.7390 64.8970 3.3927 2.0200 5.8971 -0.42
H 49.5710 31.2610 63.3030 2.1370 1.1743 -1.3101 0.26
C 55.5480 35.9840 64.7350 -0.0483 -6.6665 3.1452 -1.18
C 56.0970 35.5380 66.1140 3.1055 4.7146 -5.5071 -0.43
O 57.4870 35.3350 66.0510 -1.5307 5.8029 -9.5413 -0.54
H 55.5790 36.8940 64.4540 1.0514 6.7135 -1.2754 0.67
H 54.5390 35.7810 64.8280 -2.5403 -0.4038 0.0180 0.00
H 55.8160 35.3750 63.8990 0.7613 -0.7240 -0.2450 0.34
H 55.6810 34.9070 66.6880 -3.6233 -7.0100 2.1705 0.27
H 55.9060 36.1840 66.8840 -0.2288 4.0612 1.3594 0.65
H 57.6250 34.9010 66.7330 3.0095 -6.5406 9.8773 0.27
```
Forces are in eV/Å.

Results
ΔE to the lowest compared entry with this formula, charge and spin   107.07 kcal per mole
Spin multiplicity   1
Lowest unoccupied orbital energy   2.7 eV
Net charge   -1
Frontier orbital gap   9.9 eV

=====

Computed, not measured: a cluster of 12 separate species, C16H45BN15O27S in total, with the ωB97M-V functional and the def2-TZVPD basis.

```
105
Properties=species:S:1:pos:R:3:forces:R:3:mulliken_charge:R:1
O -1.0283 -4.1951 -1.3216 3.4202 1.9911 -4.2089 -0.60
S -0.2778 -3.3943 -2.4566 -6.3043 0.2955 4.0201 1.09
O -1.1754 -2.1875 -2.8229 4.1028 -3.7750 0.0038 -0.58
O 0.0423 -4.4730 -3.7373 -1.4207 1.0542 1.8646 -0.47
C 1.3460 -2.8197 -1.6290 1.0456 0.1343 -0.5058 -0.47
C 1.9846 -1.5838 -2.4966 0.8049 -0.5372 -1.1828 -0.40
C 3.2691 -0.8351 -1.7840 -0.2855 0.3303 -0.7762 -0.66
N 3.1711 -1.0112 -0.2695 -1.7350 2.1074 1.9150 0.40
N 3.8835 -1.9679 0.4789 -1.0273 0.2601 4.9423 -0.24
C 3.5320 -1.9205 1.9510 -3.4104 4.7834 -5.4298 -0.23
N 2.5011 -0.8092 2.0293 2.2800 -1.7584 -3.3808 -0.19
C 2.2421 -0.2113 0.6441 4.2832 -5.4013 2.4952 0.13
N 1.3571 0.8028 0.3700 0.4106 -0.2658 -0.2254 0.30
B 0.4564 1.5018 1.3894 -1.9294 1.8890 1.5868 0.10
O 0.0759 0.9683 2.7131 3.2877 1.2645 -2.0933 -0.45
O -0.1392 2.8276 1.0021 0.6189 -4.6687 0.1160 -0.39
H -0.7817 -5.0764 -3.7622 1.5254 1.1621 0.2665 0.39
H 2.0714 -3.7607 -1.6006 -1.6216 2.0457 -0.0868 0.30
H 1.0252 -2.5271 -0.5252 0.3043 -0.7292 -2.5380 0.24
H 2.4025 -2.0674 -3.5037 -0.9680 1.1532 2.1202 0.32
H 1.2208 -0.7617 -2.8288 1.1473 -1.8337 0.9177 0.33
H 4.3133 -1.1895 -2.2136 -2.2492 0.5129 1.2690 0.38
H 3.1961 0.3220 -2.0666 0.2738 -2.6188 1.0366 0.16
H 4.5811 -2.6824 0.1463 -1.3037 1.3300 -0.3545 0.39
H 3.9010 -2.5788 2.8529 -0.5904 1.4968 -2.1990 0.42
H 1.2676 1.1418 -0.6294 0.4171 -0.5136 1.6480 0.17
H 0.9061 0.9983 3.3073 -1.8489 -0.4368 -1.2013 0.32
H -1.1136 2.6232 0.8229 1.1330 0.9168 0.2123 0.28
C -3.6754 4.7123 -1.4281 -0.1958 0.2526 -0.1543 -0.79
N -3.0075 4.1072 -0.2443 -0.0111 0.7046 1.1638 0.89
O -3.0168 4.7599 0.8060 0.2422 -1.5332 -1.6493 -0.50
O -2.4928 2.9941 -0.4028 -0.4407 0.9024 0.4343 -0.56
H -4.0816 5.6858 -1.1453 0.1794 -0.3042 0.0776 0.31
H -2.9225 4.8214 -2.2113 -0.1251 -0.1583 0.1301 0.31
H -4.4749 4.0358 -1.7369 0.2128 -0.0213 0.0425 0.29
C 1.8063 -1.3597 5.8876 -0.1257 -0.2118 0.3006 -0.71
N 3.0727 -1.9885 5.4245 0.3470 -0.7318 0.1740 0.95
O 3.2575 -3.1745 5.7215 0.0882 1.7170 -0.7899 -0.53
O 3.8456 -1.2736 4.7759 -0.7024 -1.1103 0.6346 -0.56
H 1.2264 -2.1004 6.4423 0.2567 0.0576 -0.2026 0.32
H 2.0721 -0.5179 6.5303 0.0144 -0.2063 -0.3610 0.40
H 1.2607 -1.0269 5.0023 0.2038 0.0666 0.1213 0.16
C 1.5551 -5.5669 1.6102 0.0191 0.1762 0.2962 -0.76
N 2.5326 -5.6160 0.4896 0.1069 -1.1398 -0.8181 0.83
O 3.2925 -4.6494 0.3585 -0.4932 -1.0000 -0.1861 -0.48
O 2.5095 -6.6237 -0.2267 0.2645 2.1115 1.1056 -0.49
H 1.6878 -4.6290 2.1537 0.0201 -0.2160 -0.1988 0.25
H 0.5544 -5.6234 1.1772 0.1979 -0.0990 -0.0027 0.25
H 1.7558 -6.4210 2.2602 -0.1398 0.0942 -0.1993 0.37
C 1.8664 2.5427 -5.2326 -0.2130 0.3985 -0.0711 -0.84
N 2.5343 1.9376 -4.0488 0.2100 -0.0717 0.3216 0.85
O 2.5250 2.5902 -2.9985 0.1843 -1.3207 -0.9742 -0.47
O 3.0490 0.8245 -4.2073 -0.5835 1.4669 0.4910 -0.51
H 1.4602 3.5162 -4.9498 0.1851 -0.2710 0.0186 0.39
H 2.6193 2.6518 -6.0158 -0.1776 -0.2157 0.0835 0.25
H 1.0669 1.8662 -5.5414 0.2742 0.0000 -0.0560 0.30
C 4.1524 5.8436 -6.8148 0.0543 0.2555 0.2827 -0.69
N 3.0226 5.1498 -7.4898 -0.6683 -0.4763 -0.6991 0.80
O 1.9014 5.2673 -6.9818 1.3236 -0.3702 -0.7585 -0.49
O 3.2933 4.5066 -8.5108 -0.6005 0.8892 1.6221 -0.48
H 3.7708 6.3671 -5.9355 -0.0172 -0.1647 -0.2641 0.31
H 4.8804 5.0832 -6.5250 -0.0664 0.1408 -0.2136 0.28
H 4.5792 6.5504 -7.5293 -0.0031 -0.2532 0.0781 0.29
C -0.0048 2.4428 8.3117 -0.2882 0.2146 -0.1383 -0.72
N 1.1058 1.5559 7.8716 0.7102 -0.4540 0.2046 0.78
O 1.2438 1.3827 6.6551 0.0161 0.2876 1.5115 -0.49
O 1.8078 1.0586 8.7599 -0.9805 0.6241 -1.6964 -0.47
H -0.5359 2.8077 7.4301 0.2287 -0.1635 0.1659 0.31
H -0.6688 1.8502 8.9442 0.2292 0.1261 -0.0004 0.29
H 0.4367 3.2728 8.8670 -0.0627 -0.2545 0.0132 0.28
C -4.7930 1.0342 1.5796 0.2262 -0.2714 0.0335 -0.68
N -5.6090 1.9639 0.7530 -0.6002 0.5450 -0.4583 0.96
O -5.5660 1.8167 -0.4740 -0.1797 0.5038 1.5759 -0.56
O -6.2697 2.8154 1.3592 0.9277 -1.1497 -1.0828 -0.53
H -4.2670 0.3425 0.9181 -0.2207 0.2374 0.0595 0.27
H -4.0835 1.6368 2.1502 -0.2198 -0.0215 -0.0302 0.30
H -5.4755 0.4938 2.2386 0.1064 0.1901 -0.0864 0.22
C 2.4072 5.1399 0.4048 0.1185 -0.2844 -0.0059 -0.57
N 1.9809 6.4277 -0.2062 -0.3538 1.0655 -0.3830 0.88
O 2.1415 6.5564 -1.4255 -0.3110 -0.0042 1.6282 -0.52
O 1.4970 7.2732 0.5555 0.7371 -1.2495 -1.3012 -0.51
H 2.8119 4.4945 -0.3777 -0.1224 0.2670 0.0832 0.20
H 3.1712 5.3663 1.1513 -0.2296 0.0237 -0.0581 0.33
H 1.5266 4.6850 0.8628 0.1247 0.1568 0.0072 0.16
C -2.2127 -7.3333 2.5117 -0.3671 0.0743 -0.0654 -0.72
N -1.0711 -6.8225 3.3175 0.5587 0.4176 0.6605 0.84
O -1.2197 -5.7326 3.8823 0.5591 -1.5127 -0.7706 -0.50
O -0.0579 -7.5301 3.3603 -1.2866 1.1107 0.0432 -0.49
H -3.0318 -6.6128 2.5631 0.3007 -0.1219 0.0633 0.31
H -1.8646 -7.4488 1.4833 0.0010 -0.1147 0.2179 0.28
H -2.5148 -8.2917 2.9389 0.1795 0.1134 -0.1540 0.30
C -9.6569 0.7842 2.8585 -0.2621 0.1608 -0.2192 -0.72
N -8.3424 0.0965 2.7458 0.7933 -0.4444 -0.0380 0.84
O -7.8396 0.0176 1.6189 -0.4301 -0.0458 1.6251 -0.49
O -7.8524 -0.3447 3.7920 -0.4695 0.6022 -1.6665 -0.50
H -9.9665 1.1192 1.8663 0.2068 -0.1366 0.2240 0.32
H -10.3717 0.0647 3.2630 0.1992 0.1527 0.0601 0.29
H -9.5270 1.6354 3.5299 -0.0136 -0.2551 -0.0236 0.28
C 0.0154 -2.9016 -6.3598 -0.1328 -0.2034 0.0873 -0.65
N 0.2918 -2.2811 -7.6835 0.0526 0.2367 -1.2675 0.87
O -0.1091 -2.8838 -8.6861 0.7130 1.0977 1.4608 -0.51
O 0.9035 -1.2064 -7.6788 -0.8192 -1.4198 -0.0710 -0.53
H -0.5259 -3.8374 -6.5145 0.1736 0.2806 -0.0864 0.30
H 0.9763 -3.0875 -5.8759 -0.1887 0.1412 -0.0998 0.23
H -0.5891 -2.1969 -5.7853 0.1944 -0.0692 -0.0327 0.30
```
Forces are in eV/Å.

Results
Spin multiplicity   1
Lowest unoccupied orbital energy   -3.5 eV
Net charge   +1
Frontier orbital gap   9.2 eV

=====

Sequential F_max output: 0.1428, 0.2377, 0.1556 Eh/bohr
Sequential energy output: -32559.2960, -44687.9199, -106426.1993 eV